#one
Here is a gas-phase ion, C5H11NO2 (charge +1) from OMol25. Energies are from ωB97M-V/def2-TZVPD.

Structure (XYZ):
```
19
Properties=species:S:1:pos:R:3:mulliken_charge:R:1
O 0.6147 -1.6392 1.8117 -0.4723
O -1.4693 2.0893 1.0706 -0.3185
N 0.5772 1.6032 0.0814 -0.0794
C -0.6393 2.4652 0.2711 0.0138
C 0.2241 -0.3012 1.7244 -0.7475
C 0.2097 -1.3694 -1.6443 -1.3022
C -0.5035 -0.4048 -0.7612 -0.3712
C 0.4774 0.1827 0.2502 -0.0128
H 1.1579 1.7530 -0.7288 0.3666
H 0.8589 -2.1199 -1.1931 0.3765
H 1.4393 -0.2328 -0.0509 0.6181
H 0.7892 -0.8124 -2.4122 0.3631
H -0.6468 3.3633 -0.2824 0.4211
H 0.7701 0.3697 2.3658 0.3736
H -0.9574 -0.2805 1.7708 0.3876
H -0.1012 -2.1759 1.5789 0.3696
H -1.3921 -0.8174 -0.2837 0.3963
H -0.8904 0.5156 -1.3005 0.2939
H -0.5183 -2.1887 -2.2677 0.3238
```

Properties
expectation value of S²: 0.7603
total charge: +1
2S+1: 2

#two
Here is a gas-phase ion, C5H11NO2 (charge +1) from OMol25. Energies are from ωB97M-V/def2-TZVPD.

Structure (XYZ):
```
19
Properties=species:S:1:pos:R:3:mulliken_charge:R:1
O 1.6512 0.8615 1.5387 -0.3735
O -0.6942 -2.5782 -0.4302 -0.3440
N -1.3770 -0.7295 0.7632 -0.1135
C -0.0359 0.2606 -1.1071 -0.6546
C 0.9905 -0.3003 1.1735 -0.6582
C -0.3697 0.1586 0.3803 0.0998
C -1.5193 -2.0349 0.2367 -0.0953
C 0.6906 1.5651 -1.4639 -1.1848
H 0.7728 2.2057 -0.5851 0.3551
H 1.3389 1.0543 2.4111 0.3835
H -2.2944 -0.3195 0.9296 0.3559
H -0.9205 0.0304 -1.7091 0.5098
H 1.7020 -0.7787 0.4992 0.3580
H 1.7157 1.4639 -1.8254 0.3082
H 0.1896 2.0419 -2.3097 0.3258
H 0.5276 -0.5328 -1.6194 0.4202
H -2.4990 -2.4713 0.4805 0.3875
H -0.5834 1.1648 0.7390 0.5216
H 0.7144 -1.0617 1.8980 0.3984
```

Properties
expectation value of S²: 0.7578
total charge: +1
2S+1: 2

Short version: #two is the most stable of them.

#one
Here is a gas-phase ion, C5H8N3 (charge +1) from OMol25. Energies are from ωB97M-V/def2-TZVPD.

Structure (XYZ):
```
16
Properties=species:S:1:pos:R:3:mulliken_charge:R:1
N -0.7230 0.9519 0.0947 -0.5199
N -1.0856 -0.4193 2.5468 -0.6031
N -0.8105 1.2814 -1.1867 0.1777
C 0.3286 -0.4479 2.0125 -0.3297
C 0.9381 -0.3669 -2.0933 -0.3576
C 0.2127 -0.0472 0.4356 0.3222
C 1.1502 -0.8058 -0.5971 -0.2310
C -0.1321 0.7642 -2.3339 -0.0474
H -1.4870 2.0451 -1.4040 0.3109
H -1.4239 0.5532 2.6036 0.2719
H 0.6495 -1.5405 2.0629 0.3350
H -0.3641 1.1728 -3.3861 0.4054
H 1.9052 -1.5989 -0.2937 0.3503
H 1.5129 -0.8343 -2.9630 0.3508
H -1.6801 -0.9764 1.9144 0.2525
H 1.0091 0.2685 2.5872 0.3120
```

Properties
total charge: +1
SMILES: NCc1ccc[nH+]n1

#two
Here is 2 unconnected molecules or ions with the total composition C5H8N3 from OMol25. Energies are from ωB97M-V/def2-TZVPD.

Structure (XYZ):
```
16
Properties=species:S:1:pos:R:3:mulliken_charge:R:1
N -1.7442 0.6532 0.0012 -0.3509
N 1.6161 0.9822 -1.6103 -0.2098
N -0.8793 -1.5263 -0.5680 -0.0515
C 0.5004 -0.1294 0.9079 -0.4697
C -0.6520 1.0144 0.8734 -0.4188
C 1.9754 1.4636 -2.5516 -0.2417
C -1.8624 -0.4050 -0.6023 -0.0052
C 0.1850 -1.3308 0.1382 0.0472
H -2.7566 -0.7430 -1.2547 0.3270
H -1.2266 -2.3959 -0.8496 0.2836
H 2.3653 1.8141 -3.4810 0.3657
H 1.3480 0.2850 0.2678 0.3475
H -0.3214 2.1326 0.5372 0.2862
H -0.9246 1.1424 1.9390 0.2993
H 0.8304 -0.3658 1.9750 0.3976
H 1.0049 -2.0705 0.2273 0.3936
```

Properties
total charge: +1

#three
Here is a gas-phase ion, C5H8N3 (charge +1) from OMol25. Energies are from ωB97M-V/def2-TZVPD.

Structure (XYZ):
```
16
Properties=species:S:1:pos:R:3:mulliken_charge:R:1
N 3.2152 -0.8589 -0.1856 -0.0979
N 0.5447 0.8284 0.9395 -0.5483
N 0.8826 -0.4155 0.6605 0.6074
C 0.5788 1.9039 0.3626 0.7502
C 0.4992 3.0957 -0.1174 -0.9247
C -1.4150 -0.9193 -0.0537 -1.0824
C 2.0479 -0.6999 -0.2102 0.1228
C -0.1770 -1.4148 0.6828 -0.3697
H -0.4127 -1.5974 1.7359 0.2589
H 0.2128 -2.3361 0.2447 0.3807
H -1.1551 -0.6022 -1.0645 0.3170
H -2.1401 -1.7218 -0.1131 0.3704
H 1.2958 3.8133 -0.0106 0.2762
H -0.3930 3.4150 -0.6333 0.2561
H -1.8667 -0.0888 0.4838 0.3350
H 3.9963 -1.0149 -0.8003 0.3483
```

Properties
total charge: +1
SMILES: C=C=NN(C#[NH+])CC

Short version: #two is the most stable of them.

#one
Here is 2 unconnected molecules or ions with the total composition C2H8S2 from OMol25. Energies are from ωB97M-V/def2-TZVPD.

Structure (XYZ):
```
12
Properties=species:S:1:pos:R:3:mulliken_charge:R:1
S -0.4076 2.4603 -2.6009 -0.2023
S 1.2674 -0.6258 2.8232 -0.1788
C -0.0318 0.8095 -1.9688 -0.7971
C -0.2120 -1.1998 1.9013 -0.8259
H 0.1533 -1.5953 0.9740 0.2131
H -1.2390 -0.8168 1.8144 0.3197
H -0.9277 0.3766 -1.7414 0.3108
H 0.5330 0.8499 -1.0199 0.2329
H 2.0467 -1.1171 1.7547 0.1292
H -1.0817 2.9512 -1.5474 0.1125
H -0.4316 -2.2048 2.3119 0.3415
H 0.3311 0.1120 -2.7012 0.3443
```

Properties
SMILES: CS.CS

#two
Here is 3 unconnected molecules or ions with the total composition C2H8S2 from OMol25. Energies are from ωB97M-V/def2-TZVPD.

Structure (XYZ):
```
12
Properties=species:S:1:pos:R:3:mulliken_charge:R:1
S -0.8307 0.5204 2.5448 -0.1207
S -2.0940 -2.1038 1.1019 -0.1984
C 0.8718 0.8986 3.9088 -0.7265
C -0.0014 -0.0957 -4.0788 -0.9847
H -0.8089 -1.6297 1.0817 0.1555
H 1.3007 1.5506 3.1406 0.2756
H 0.6191 0.6296 -4.6091 0.2266
H 1.1681 -0.1685 3.9305 0.2917
H 0.6803 1.6814 4.6374 0.3226
H -0.1265 -0.9346 -4.7719 0.2453
H -1.0206 0.1270 -3.7811 0.2618
H 0.2423 -0.4752 -3.1045 0.2511
```

Short version: #one is the most stable of them.